Density functional theory data (wB97M-V/def2-TZVPD) for a 9-piece molecular cluster, C32H52N2O10 overall in a non-equilibrium geometry.

The HOMO-LUMO gap is 0.30422 Eh. The SMILES is c1cc[nH]c1.c1cc[nH]c1.O=C1CCCO1.O=C1CCCO1.O=C1CCCO1.CC(C)=O.CC(C)=O.CC(C)=O.CC(C)=O. For the molecular weight, the calculation gives 624.77 g/mol. The energy is -57478.5433 eV. Its LUMO energy is 0.331 eV.

```
! wB97M-V def2-TZVPD RIJCOSX def2/J DEFGRID3
* xyz 0 1
O 32.0132 -7.7788 -29.7277
O 25.0090 -12.1168 -25.6941
O 24.2400 -11.9980 -31.3666
O 24.4791 -8.7130 -22.4262
O 26.7887 -6.6847 -34.3654
O 29.8082 -11.2672 -32.7306
O 30.7158 -12.4618 -27.2100
O 23.1338 -10.4979 -22.5992
O 25.3053 -6.7160 -32.5566
O 34.0059 -7.7953 -30.6794
N 25.6748 -9.4137 -28.9369
N 29.6938 -9.4343 -23.4214
C 24.0493 -14.2782 -25.4041
C 24.3581 -13.0181 -26.1770
C 24.9498 -11.9740 -33.6078
C 29.1494 -9.2304 -33.6902
C 24.2800 -6.6096 -34.6691
C 27.5872 -9.9443 -23.1246
C 30.5600 -10.9296 -28.9482
C 28.5710 -12.4757 -28.4601
C 25.1920 -12.1873 -32.1785
C 27.1602 -8.6634 -27.5399
C 27.5242 -8.3094 -28.8335
C 25.6398 -6.7010 -33.9054
C 28.6883 -9.3354 -22.5107
C 24.4983 -7.3910 -22.8270
C 23.5145 -9.3694 -23.0593
C 30.0197 -12.0000 -28.0932
C 23.8898 -6.9138 -32.2469
C 23.3506 -7.3208 -33.6002
C 23.8565 -12.9376 -27.6287
C 31.6744 -5.5312 -29.3915
C 31.1190 -9.3363 -32.0598
C 29.2570 -9.6734 -24.6525
C 30.0658 -10.0822 -32.9130
C 32.8004 -5.7146 -30.4318
C 28.0173 -10.1285 -24.4694
C 23.9328 -7.4233 -24.2698
C 31.1690 -6.8861 -29.0126
C 26.5738 -8.7628 -29.7249
C 25.9861 -9.3476 -27.6062
C 23.1906 -8.7057 -24.3750
C 26.5969 -12.7503 -31.8235
C 33.0458 -7.1684 -30.3040
H 24.7448 -14.5759 -24.6193
H 23.0363 -14.1872 -25.0121
H 24.2763 -15.1841 -25.9662
H 24.9419 -12.9860 -34.0125
H 31.0167 -6.9599 -27.9358
H 23.7987 -6.8707 -22.1728
H 28.9864 -9.7354 -34.6423
H 23.7018 -14.0144 -27.6984
H 30.1518 -7.1134 -29.3315
H 30.6080 -9.0330 -23.2683
H 27.6709 -8.4030 -26.6246
H 29.8909 -9.6559 -25.5267
H 28.0836 -11.6535 -28.9842
H 31.5757 -10.5924 -28.7415
H 30.6224 -11.3515 -29.9513
H 23.9642 -5.5685 -34.7358
H 31.8048 -8.6778 -32.5929
H 30.0373 -9.9742 -28.9943
H 30.6280 -8.6418 -31.3781
H 22.3211 -7.0629 -33.8484
H 22.9338 -12.4044 -27.8575
H 26.5190 -12.8260 -30.7389
H 28.6100 -13.5052 -28.8161
H 25.7185 -11.3998 -34.1250
H 30.9233 -4.8558 -29.8010
H 23.9708 -11.5740 -33.8715
H 26.5696 -8.7186 -30.8040
H 28.1611 -12.4975 -27.4504
H 23.1396 -6.6850 -24.3875
H 28.4041 -7.7770 -29.1633
H 23.4619 -8.4024 -33.6766
H 23.4817 -5.9422 -31.9681
H 24.6572 -12.5833 -28.2778
H 24.6895 -7.2127 -25.0255
H 26.6340 -10.1478 -22.6595
H 28.2004 -9.4127 -33.1860
H 29.2437 -8.1842 -33.9815
H 23.6209 -7.6458 -31.4854
H 24.9531 -9.9699 -29.3727
H 22.1470 -8.4846 -24.5985
H 24.4211 -7.0130 -35.6718
H 28.8992 -8.9098 -21.5407
H 27.3289 -12.0149 -32.1573
H 27.3887 -10.5182 -25.2564
H 32.1387 -4.9820 -28.5724
H 26.7716 -13.6777 -32.3690
H 32.3078 -5.6036 -31.3977
H 23.5263 -9.2437 -25.2616
H 33.6593 -5.0475 -30.3589
H 31.7132 -9.9154 -31.3530
H 25.5383 -7.0654 -22.8052
H 25.3086 -9.7288 -26.8565
*
```



Density functional theory data (wB97M-V/def2-TZVPD) for C25H25Br2Cl4N4O5S2Ti as an isolated structure in a non-equilibrium geometry.

The HOMO-LUMO gap is 0.17902 Eh. For the molecular weight, the calculation gives 875.12 g/mol. As for the energy relative to the best compared isomer or geometry (same formula, charge and spin): 0.0 kJ/mol. The energy is -277493.9825 eV. Its LUMO energy is 1.111 eV.

```
! wB97M-V def2-TZVPD RIJCOSX def2/J DEFGRID3
* xyz -1 1
Br -5.3571 0.1011 1.1965
Br -5.9750 -3.4816 -3.0834
Ti -0.5726 0.3923 1.0301
Cl -0.7866 6.9284 2.9612
Cl 3.0692 3.1270 3.3281
Cl 2.1776 6.1509 3.5348
Cl -2.8781 4.7195 2.2493
S 3.5393 1.3680 -3.5478
S 4.7939 -0.7704 -1.8609
O -2.2882 -0.1254 0.1553
O 0.9199 1.4134 1.9749
O 0.1667 2.5891 -2.4410
O 6.0330 0.8790 -3.4054
O -1.4973 1.9373 1.7451
N -0.7569 -0.7424 2.9107
N 0.0912 1.0131 -0.6556
N -1.6741 -0.6525 -2.5921
N 1.0832 -1.2792 0.7874
C -4.9259 -2.1783 -2.2066
C 0.6300 2.6642 2.2632
C -1.2951 -1.0667 -3.8044
C -1.0499 0.2284 4.0446
C 0.4611 -1.5216 3.2472
C 7.2263 0.7381 -2.5267
C 1.5403 3.6251 2.7488
C 0.1068 1.8251 -1.5277
C -5.4238 -1.5503 -1.1282
C 4.7913 0.4798 -2.9309
C -1.2102 4.3137 2.2981
C -3.6284 -2.0002 -2.7036
C -0.0817 -0.4670 -4.4376
C 1.0909 4.9438 2.9911
C 0.9722 -2.0668 -0.4802
C -0.2758 5.2784 2.7164
C -2.0616 -2.0641 -4.4981
C 1.0122 -2.2132 1.9768
C -2.7629 -1.1284 -2.0275
C 2.4408 -0.7536 0.8251
C -3.2484 -2.4978 -3.9809
C -1.9210 -1.6924 2.7816
C -4.5495 -0.8142 -0.2986
C -3.1765 -0.6398 -0.7271
C -0.7633 3.0197 2.0693
H 1.9490 -2.6293 -0.6103
H 0.5230 -1.1320 -5.0404
H 1.2251 -0.8859 3.6791
H 7.4283 -0.3403 -2.3904
H 0.1537 -2.8029 -0.4553
H 2.7037 -0.1958 -0.0678
H -1.0417 -0.4312 4.9426
H 8.0378 1.1148 -3.1306
H 0.3296 -3.0130 1.6780
H 0.5172 0.1349 -3.7441
H 7.1396 1.1988 -1.5358
H 3.1887 -1.5813 0.8770
H 2.5656 -0.1018 1.6597
H -2.7675 -1.1905 2.3129
H -1.7626 -2.3959 -5.5037
H -6.4470 -1.6694 -0.8604
H -1.6748 -2.5113 2.1526
H 1.9943 -2.6933 2.1228
H -0.2968 0.9795 4.2094
H -3.9307 -3.1575 -4.5005
H -2.0326 0.6732 3.8738
H 0.1881 -2.2968 3.9794
H 0.7634 -1.3564 -1.2592
H -2.2817 -2.0516 3.7682
H -0.4574 0.3054 -5.1283
*
```



Density functional theory data (wB97M-V/def2-TZVPD) for C26H17N6O6ReSe as an isolated structure in a non-equilibrium geometry.

The HOMO-LUMO gap (alpha / beta) is 0.20069 / 0.21396 Eh. For the molecular weight, the calculation gives 774.62 g/mol. The energy is -115930.6763 eV. Its LUMO energy (alpha / beta) is -5.337 / -5.005 eV. As for the expectation value of S²: 0.760.

```
! wB97M-V def2-TZVPD RIJCOSX def2/J DEFGRID3
* xyz 1 2
Re 0.5074 0.2826 -0.4076
Se -2.4367 -1.3489 3.0105
O -1.4848 0.5666 -0.5175
O 0.6500 -8.4036 -0.9310
O 0.6705 -1.7749 0.0044
O 0.3895 -1.2086 -2.0590
O 2.4821 0.5548 -0.5687
O -0.6316 -8.1974 -2.6444
N 0.4886 0.7146 1.6568
N 0.0675 -7.7512 -1.7669
N -0.9852 2.7612 -0.6933
N 0.2649 2.3004 -0.7350
N -1.4202 -0.6520 1.7850
N -1.5124 -0.6502 4.3039
C 3.4956 4.0412 -1.0055
C 4.8513 3.8708 -1.1166
C 5.3941 2.5818 -1.1010
C 1.0504 -4.4054 -0.5325
C 4.5813 1.4861 -0.9458
C -4.2022 1.1287 -0.0835
C -0.3930 -5.4951 -2.6446
C 1.2252 3.2006 -0.8370
C -0.4594 0.0494 2.3593
C 0.9488 -5.7733 -0.6440
C 2.6139 2.9449 -0.8632
C -3.6516 3.4802 -0.2641
C -5.4885 1.4667 0.2813
C -3.2696 2.1384 -0.3341
C 1.4082 1.3647 2.3542
C 0.4366 -3.5748 -1.4731
C -0.5040 0.0523 3.8035
C -5.8526 2.8007 0.4001
C -4.9394 3.8049 0.1100
C -0.2727 -4.1200 -2.5402
C 0.5010 -2.1272 -1.1992
C 3.1837 1.6182 -0.7886
C 0.2137 -6.3063 -1.6947
C 0.4921 0.7557 4.5052
C 1.4427 1.4039 3.7519
C -1.8748 1.7908 -0.5667
H 4.9836 0.4865 -0.9321
H -0.7445 -3.4643 -3.2554
H 5.4971 4.7231 -1.2320
H 1.4114 -6.4413 0.0665
H 3.0806 5.0358 -1.0406
H -2.9214 4.2392 -0.4906
H 2.1645 1.8783 1.7806
H -6.8498 3.0543 0.7247
H -6.2099 0.6874 0.4753
H 0.9008 4.2321 -0.9218
H -3.8934 0.0972 -0.1656
H -0.9548 -5.9549 -3.4435
H 6.4594 2.4438 -1.2044
H 1.5917 -3.9514 0.2836
H 2.2386 1.9533 4.2279
H 0.4997 0.7681 5.5850
H -5.2358 4.8421 0.1740
*
```



Density functional theory data (wB97M-V/def2-TZVPD) for a 7-piece molecular cluster, C17H48O7 overall in a non-equilibrium geometry.

The HOMO-LUMO gap is 0.36448 Eh. The SMILES is CC(C)O.CC(C)O.CC(C)O.CC(C)O.CC(C)O.CO.CO. For the molecular weight, the calculation gives 364.56 g/mol. As for the energy relative to the best compared isomer or geometry (same formula, charge and spin): 135.3 kJ/mol. The energy is -32737.8034 eV. Its LUMO energy is 0.190 eV.

```
! wB97M-V def2-TZVPD RIJCOSX def2/J DEFGRID3
* xyz 0 1
O 3.9082 -16.5356 17.5020
O 6.5669 -15.6759 11.4723
O 2.6021 -12.9017 11.9554
O 0.2850 -19.0653 10.2957
O 4.1271 -22.3497 13.6574
O -1.4895 -17.2125 8.8525
O 3.9672 -15.2277 12.3447
C 5.8526 -16.2386 9.2927
C 4.4563 -19.9964 12.9101
C 3.1187 -16.2475 11.9499
C -3.0696 -15.7628 9.6303
C 3.3195 -11.7309 11.6829
C 1.0741 -21.1008 11.3198
C 0.6658 -19.0557 12.6776
C 7.9258 -14.9060 9.6636
C 3.0090 -17.5464 15.6260
C -0.9120 -16.1066 10.8750
C 6.5423 -15.2083 10.1580
C 5.0504 -21.2407 13.5901
C 1.1420 -19.5791 11.3211
C -1.5757 -15.9673 9.5225
C 5.5470 -21.0375 14.9887
C 4.0750 -16.6456 16.1304
C 5.4865 -17.0541 15.8264
H 4.0077 -15.6516 15.6882
H 7.9505 -14.1572 8.8719
H 0.1694 -16.1994 10.7751
H 3.4399 -19.7774 13.2373
H -3.5153 -16.3847 10.4067
H 1.4596 -21.6241 10.4448
H 2.8725 -11.3120 10.7813
H 1.6746 -21.4916 12.1413
H 3.5555 -14.3722 12.2025
H -1.1240 -15.2269 8.8623
H 0.6799 -17.9681 12.7489
H 3.2010 -17.8068 14.5851
H -1.2214 -16.9273 11.5223
H 2.9631 -18.4379 16.2515
H 5.1368 -19.1467 12.9646
H 3.4700 -17.2586 12.1557
H 8.5443 -14.6205 10.5145
H 2.1562 -19.2158 11.1552
H 2.9727 -16.2099 10.8704
H 8.3170 -15.8470 9.2770
H 6.2243 -16.3176 16.1446
H 2.0163 -17.0998 15.6813
H 4.7924 -20.9309 15.7680
H 4.9119 -16.5822 9.7231
H 5.7768 -15.9704 8.2389
H 1.6579 -12.7698 11.8430
H 3.2756 -10.9340 12.4253
H -3.6543 -15.8103 8.7117
H 6.2197 -20.1817 15.0445
H -0.5283 -19.5734 10.2518
H 6.0886 -21.9030 15.3704
H 5.6477 -17.0414 14.7485
H 5.7207 -15.4622 11.8721
H -1.0477 -15.2190 11.4929
H 5.7339 -18.0701 16.1340
H 2.1920 -16.1204 12.5096
H 3.0525 -16.1228 17.6395
H -0.3473 -19.4516 12.7488
H 4.3483 -11.9671 11.4113
H 4.4450 -20.2413 11.8480
H 3.4106 -22.1637 14.2686
H 0.0635 -21.4598 11.5146
H 6.1297 -14.1995 10.1683
H 6.3629 -17.1990 9.3659
H -0.9500 -17.8405 9.3385
H 5.9479 -21.4867 13.0224
H -3.2232 -14.7425 9.9817
H 1.1693 -19.4756 13.5484
*
```



Density functional theory data (wB97M-V/def2-TZVPD) for one molecule with the formula C12H16N6O2 in a non-equilibrium geometry.

The HOMO-LUMO gap is 0.27815 Eh. The SMILES is O=[N+]([O-])c1cncc2nnn(CC[C@H]3CCCNC3)c12. For the molecular weight, the calculation gives 276.30 g/mol. As for the energy relative to the best compared isomer or geometry (same formula, charge and spin): 172.4 kJ/mol. The energy is -25734.9566 eV. Its LUMO energy is -1.123 eV.

```
! wB97M-V def2-TZVPD RIJCOSX def2/J DEFGRID3
* xyz 0 1
O -0.2599 -2.5937 0.8695
O -2.4173 -2.1049 0.8304
N -1.2788 -2.0310 1.3448
N 0.7582 0.3622 2.1840
N 1.3012 1.2714 3.0309
N 0.7071 1.1883 4.2000
N -2.0765 -1.1295 4.8218
N -0.5492 -0.5462 -3.4721
C 1.3463 0.9443 -3.7302
C 1.4627 1.1061 -2.1900
C 0.0748 0.9967 -1.5418
C -1.1499 -0.2004 5.0701
C -0.5477 -0.3352 -1.9886
C -0.2735 -0.3544 2.8066
C -0.2690 0.2162 4.0896
C -2.1029 -1.7046 3.5924
C -1.1995 -1.3435 2.5717
C 0.0750 1.2429 -0.0397
C 0.7604 -0.3981 -4.1184
C 1.0804 0.3587 0.7320
H 1.5005 -1.1440 -3.7945
H 1.9101 2.0963 -1.9312
H -1.0737 0.2427 6.0435
H 0.7018 1.7270 -4.1371
H 1.0977 -0.6610 0.3255
H 2.0947 0.7660 0.5659
H 2.3441 1.0446 -4.1602
H -0.5855 1.7521 -1.9459
H -2.8712 -2.4569 3.4299
H 0.0856 -1.1431 -1.5677
H -1.2438 0.0794 -3.9320
H 0.3479 2.3085 0.2067
H -0.9134 1.0321 0.3679
H 0.6314 -0.4802 -5.2025
H -1.5830 -0.4156 -1.5834
H 2.1151 0.3069 -1.7478
*
```



Number 1 is which compound? C32H52N2O10



The lowest molecular weight belongs to which entry? C12H16N6O2